#w
A 2-piece molecular cluster, C3H3NOS overall, computed with wB97M-V/def2-TZVPD.

```
! RIJCOSX wB97M-V def2-TZVPD def2/J DEFGRID3
* xyz 0 1
C 2.034 -0.038 0.224
C 1.069 0.744 -0.322
C -0.675 -0.281 0.380
N 2.632 -0.954 0.663
O 0.825 1.649 -1.037
S -1.795 -0.500 -1.082
H -0.197 -1.249 0.727
H -0.996 0.520 1.065
H -2.897 0.109 -0.619
*
```

E_HOMO   -0.325 hartree
HOMO-LUMO gap   7.7971 eV
LUMO energy   -1.044 eV



#x
C3H3NOS as an isolated structure, computed with wB97M-V/def2-TZVPD.

```
! RIJCOSX wB97M-V def2-TZVPD def2/J DEFGRID3
* xyz 0 1
C -1.867 -1.210 -0.269
C -1.516 -0.261 0.462
C 0.465 1.477 0.054
N 1.135 0.438 0.291
O 0.513 2.691 0.210
S 1.765 -1.089 -0.054
H -1.799 -1.657 -1.156
H -1.230 0.339 1.632
H 2.534 -0.728 -1.171
*
```

E_HOMO (spin up / spin down)   -0.341 / -0.341 hartree
HOMO-LUMO gap (spin up / spin down)   9.1127 / 9.1133 eV
LUMO energy (spin up / spin down)   -0.173 / -0.173 eV



#y
A 2-piece molecular cluster, C3H3NOS overall, computed with wB97M-V/def2-TZVPD.

```
! RIJCOSX wB97M-V def2-TZVPD def2/J DEFGRID3
* xyz 0 1
C -0.362 0.236 1.094
C -3.184 0.364 0.935
C 1.026 0.162 -0.842
N 0.338 0.041 0.158
O -3.113 -0.624 1.575
S -3.586 1.486 -0.029
H -0.206 -0.422 1.851
H 1.759 0.886 -1.059
H 0.782 -0.685 -1.478
*
```

E_HOMO   -0.309 hartree
HOMO-LUMO gap   9.0838 eV
LUMO energy   0.678 eV



Short version: #y is the most stable of them.